DFT (ωB97M-V/def2-TZVPD) results for 10 unconnected molecules or ions with the total composition C36H100N8O12 in a non-equilibrium geometry.

Calculated values
- HOMO-LUMO gap: 9.5003 eV
- SMILES string: COC[C@H](C)N.COC[C@H](C)N.COC[C@H](C)N.COC[C@H](C)N.COC[C@H](C)N.COC[C@H](C)N.COC[C@H](C)N.COC[C@H](C)N.OCCO.OCCO
- ΔE to the lowest compared entry with this formula, charge and spin: 38.78 kcal per mole
- F_max: 1.93 eV/Å
- Calculated total energy: -2772.32363 a.u.

Last columns: bonded neighbours and bond lengths (Å).
Geometry (Å):
1 C -4.3312 -0.9125 -0.7680  C2 1.530, H7 1.089, H8 1.093, H9 1.093
2 C -3.2379 -0.6919 -1.8152  C1 1.530, C3 1.521, N6 1.478, H10 1.099
3 C -2.1924 -1.7902 -1.9306  C2 1.521, O4 1.407, H11 1.098, H12 1.095
4 O -2.8016 -3.0475 -2.0982  C3 1.407, C5 1.412
5 C -1.8230 -4.0427 -2.3090  O4 1.412, H13 1.095, H14 1.087, H15 1.097
6 N -3.9691 -0.5601 -3.0923  C2 1.478, H16 1.017, H17 1.020
7 H -5.0250 -1.7109 -1.0279  C1 1.089
8 H -4.9522 -0.0131 -0.7737  C1 1.093
9 H -3.9419 -1.1065 0.2348  C1 1.093
10 H -2.7391 0.2627 -1.5987  C2 1.099
11 H -1.6754 -1.7518 -0.9627  C3 1.098
12 H -1.4947 -1.5646 -2.7440  C3 1.095
13 H -1.1549 -3.8232 -3.1477  C5 1.095
14 H -2.3112 -4.9947 -2.5016  C5 1.087
15 H -1.1927 -4.1262 -1.4151  C5 1.097
16 H -4.4245 0.3467 -3.1616  N6 1.017
17 H -3.3355 -0.5389 -3.8913  N6 1.020
18 C 1.0194 -1.7204 -0.3036  C19 1.520, H24 1.092, H25 1.095, H26 1.092
19 C 1.1287 -0.6878 0.8065  C18 1.520, C20 1.526, N23 1.459, H27 1.098
20 C -0.0723 0.2529 0.8381  C19 1.526, O21 1.405, H28 1.100, H29 1.097
21 O -0.0898 1.0120 -0.3436  C20 1.405, C22 1.413
22 C -0.8962 2.1645 -0.2039  O21 1.413, H30 1.100, H31 1.086, H32 1.094
23 N 1.1968 -1.4037 2.0759  C19 1.459, H33 1.022, H34 1.017
24 H 1.9196 -2.2919 -0.5370  C18 1.092
25 H 0.7286 -1.2030 -1.2243  C18 1.095
26 H 0.2473 -2.4714 -0.1226  C18 1.092
27 H 1.9849 -0.0314 0.6035  C19 1.098
28 H 0.0820 0.8935 1.7190  C20 1.100
29 H -1.0430 -0.2294 1.0103  C20 1.097
30 H -1.9362 1.8648 -0.0074  C22 1.100
31 H -0.8815 2.7185 -1.1380  C22 1.086
32 H -0.6053 2.7192 0.6926  C22 1.094
33 H 1.4014 -0.7130 2.8003  N23 1.022
34 H 2.0308 -1.9823 2.1388  N23 1.017
35 C -3.4538 4.9892 -7.8666  C36 1.511, H41 1.087, H42 1.097, H43 1.094
36 C -3.3152 5.4895 -6.4476  C35 1.511, C37 1.527, N40 1.485, H44 1.094
37 C -3.1294 4.3415 -5.4579  C36 1.527, O38 1.401, H45 1.103, H46 1.101
38 O -3.1334 4.7796 -4.1275  C37 1.401, C39 1.402
39 C -2.7092 3.7983 -3.2203  O38 1.402, H47 1.096, H48 1.089, H49 1.096
40 N -2.2065 6.4720 -6.3438  C36 1.485, H50 1.018, H51 1.017
41 H -3.4217 5.8598 -8.5167  C35 1.087
42 H -4.4122 4.4583 -7.9276  C35 1.097
43 H -2.7607 4.2287 -8.2372  C35 1.094
44 H -4.2593 5.9883 -6.2114  C36 1.094
45 H -2.1676 3.8465 -5.6728  C37 1.103
46 H -3.9088 3.5844 -5.6366  C37 1.101
47 H -3.4043 2.9546 -3.1436  C39 1.096
48 H -2.6396 4.2230 -2.2197  C39 1.089
49 H -1.7114 3.4613 -3.5254  C39 1.096
50 H -2.3566 6.9311 -5.4479  N40 1.018
51 H -1.3539 5.9240 -6.2594  N40 1.017
52 C 4.8824 0.4522 1.3204  C53 1.528, H58 1.096, H59 1.101, H60 1.086
53 C 4.3448 1.5507 2.2369  C52 1.528, C54 1.532, N57 1.476, H61 1.093
54 C 4.2592 1.0652 3.6871  C53 1.532, O55 1.396, H62 1.101, H63 1.098
55 O 3.1561 0.2271 3.8560  C54 1.396, C56 1.417
56 C 3.0700 -0.3801 5.1330  O55 1.417, H64 1.092, H65 1.093, H66 1.090
57 N 5.2101 2.7387 2.1014  C53 1.476, H67 1.023, H68 1.021
58 H 4.0996 -0.2425 0.9934  C52 1.096
59 H 5.4687 -0.2577 1.9235  C52 1.101
60 H 5.4876 0.7106 0.4570  C52 1.086
61 H 3.3642 1.8354 1.8462  C53 1.093
62 H 4.1453 1.9870 4.2782  C54 1.101
63 H 5.2343 0.6328 3.9487  C54 1.098
64 H 2.0198 -0.5042 5.4052  C56 1.092
65 H 3.4673 0.2269 5.9507  C56 1.093
66 H 3.5457 -1.3594 5.0755  C56 1.090
67 H 6.0472 2.5614 2.6620  N57 1.023
68 H 4.7786 3.5087 2.6151  N57 1.021
69 C -0.4715 -8.3491 -1.0156  C70 1.521, H75 1.092, H76 1.094, H77 1.094
70 C -0.2407 -8.1395 0.4733  C69 1.521, C71 1.532, N74 1.475, H78 1.091
71 C -0.2172 -6.6565 0.8550  C70 1.532, O72 1.444, H79 1.095, H80 1.093
72 O 0.4952 -6.6045 2.1098  C71 1.444, C73 1.413
73 C 0.6909 -5.2665 2.5179  O72 1.413, H81 1.096, H82 1.094, H83 1.092
74 N -1.2781 -8.8785 1.2165  C70 1.475, H84 1.018, H85 1.017
75 H -0.4537 -9.4032 -1.3013  C69 1.092
76 H 0.3140 -7.9068 -1.6353  C69 1.094
77 H -1.4287 -7.9625 -1.3788  C69 1.094
78 H 0.7176 -8.5991 0.7194  C70 1.091
79 H -1.2233 -6.3219 1.1285  C71 1.095
80 H 0.3165 -6.0780 0.0970  C71 1.093
81 H -0.2842 -4.8936 2.8516  C73 1.096
82 H 1.1567 -4.5798 1.8053  C73 1.094
83 H 1.3516 -5.2719 3.3877  C73 1.092
84 H -2.1709 -8.5571 0.8469  N74 1.018
85 H -1.2560 -8.5767 2.1870  N74 1.017
86 C -3.0866 4.4445 1.4796  C87 1.518, H92 1.087, H93 1.095, H94 1.101
87 C -4.2047 4.4105 2.5061  C86 1.518, C88 1.520, N91 1.458, H95 1.092
88 C -3.8432 5.2918 3.6909  C87 1.520, O89 1.413, H96 1.098, H97 1.102
89 O -2.6949 4.7828 4.3382  C88 1.413, C90 1.407
90 C -2.0278 5.6630 5.2100  O89 1.407, H98 1.090, H99 1.091, H100 1.101
91 N -5.4252 4.8825 1.8643  C87 1.458, H101 1.017, H102 1.017
92 H -3.2692 4.0706 0.4752  C86 1.087
93 H -2.1437 4.0123 1.8296  C86 1.095
94 H -2.7256 5.4785 1.3642  C86 1.101
95 H -4.3071 3.3900 2.8815  C87 1.092
96 H -4.6597 5.3674 4.4210  C88 1.098
97 H -3.6147 6.3103 3.3387  C88 1.102
98 H -0.9786 5.3800 5.2980  C90 1.090
99 H -2.5211 5.7225 6.1807  C90 1.091
100 H -1.9734 6.6417 4.7094  C90 1.101
101 H -6.1885 4.9328 2.5350  N91 1.017
102 H -5.3081 5.8422 1.5499  N91 1.017
103 C 2.3937 -4.6805 -2.0567  C104 1.519, H109 1.090, H110 1.091, H111 1.094
104 C 3.8171 -4.1507 -2.0554  C103 1.519, C105 1.522, N108 1.472, H112 1.099
105 C 4.8202 -5.2894 -2.1769  C104 1.522, O106 1.414, H113 1.100, H114 1.098
106 O 4.7434 -6.1253 -1.0385  C105 1.414, C107 1.405
107 C 5.6889 -7.1639 -1.0839  O106 1.405, H115 1.092, H116 1.096, H117 1.093
108 N 4.0497 -3.2026 -3.1578  C104 1.472, H118 1.022, H119 1.023
109 H 2.1606 -5.2739 -1.1731  C103 1.090
110 H 2.1716 -5.2510 -2.9603  C103 1.091
111 H 1.6907 -3.8429 -2.0291  C103 1.094
112 H 3.9880 -3.7200 -1.0584  C104 1.099
113 H 5.8467 -4.9066 -2.2709  C105 1.100
114 H 4.6181 -5.8890 -3.0746  C105 1.098
115 H 5.6790 -7.6538 -0.1078  C107 1.092
116 H 6.6970 -6.7452 -1.1796  C107 1.096
117 H 5.4687 -7.9331 -1.8280  C107 1.093
118 H 4.9940 -2.8432 -3.0019  N108 1.022
119 H 3.4937 -2.3753 -2.9276  N108 1.023
120 C 2.7361 6.6632 3.5465  C121 1.535, H126 1.098, H127 1.088, H128 1.090
121 C 2.3558 5.8049 2.3315  C120 1.535, C122 1.520, N125 1.447, H129 1.095
122 C 1.4032 4.6925 2.7372  C121 1.520, O123 1.405, H130 1.097, H131 1.102
123 O 1.9637 3.9197 3.7677  C122 1.405, C124 1.401
124 C 1.1781 2.7940 4.0494  O123 1.401, H132 1.092, H133 1.091, H134 1.100
125 N 1.8013 6.5878 1.2488  C121 1.447, H135 1.013, H136 1.017
126 H 1.8221 7.1244 3.9441  C120 1.098
127 H 3.3989 7.4720 3.2449  C120 1.088
128 H 3.1219 6.0489 4.3598  C120 1.090
129 H 3.3085 5.3499 2.0404  C121 1.095
130 H 1.1327 4.1103 1.8476  C122 1.097
131 H 0.4639 5.1637 3.0703  C122 1.102
132 H 1.6080 2.3206 4.9346  C124 1.092
133 H 1.0667 2.0526 3.2571  C124 1.091
134 H 0.1709 3.0439 4.4149  C124 1.100
135 H 2.4644 7.1947 0.7824  N125 1.013
136 H 1.1019 7.2476 1.5796  N125 1.017
137 C -2.8349 -3.0979 2.0634  C138 1.514, O140 1.428, H141 1.091, H142 1.096
138 C -3.4762 -4.0719 1.0979  C137 1.514, O139 1.422, H143 1.093, H144 1.094
139 O -4.0473 -5.1987 1.7496  C138 1.422, H145 0.956
140 O -3.7905 -2.4171 2.8770  C137 1.428, H146 0.963
141 H -2.2794 -2.3394 1.5092  C137 1.091
142 H -2.1566 -3.6101 2.7554  C137 1.096
143 H -2.7397 -4.3521 0.3411  C138 1.093
144 H -4.3039 -3.5791 0.5786  C138 1.094
145 H -5.0010 -5.1392 1.7641  O139 0.956
146 H -4.1689 -3.0644 3.4808  O140 0.963
147 C 0.8265 0.4606 -3.5078  C148 1.525, O150 1.434, H151 1.100, H152 1.090
148 C 2.0838 1.3222 -3.4631  C147 1.525, O149 1.412, H153 1.094, H154 1.093
149 O 2.6246 1.5440 -4.7483  C148 1.412, H155 0.961
150 O 1.1266 -0.9268 -3.7078  C147 1.434, H156 0.964
151 H 0.1925 0.7928 -4.3430  C147 1.100
152 H 0.1758 0.6153 -2.6476  C147 1.090
153 H 2.7931 0.8751 -2.7597  C148 1.094
154 H 1.7786 2.2958 -3.0711  C148 1.093
155 H 3.1735 0.8096 -5.0359  O149 0.961
156 H 1.7078 -0.9499 -4.4760  O150 0.964